# 1
{
  "formula": "C3H5NS",
  "method": "ωB97M-V/def2-TZVPD",
  "multiplicity": 1,
  "homo_lumo_gap_ha": 0.363,
  "charge": 0,
  "lumo_energy_ev": 0.36,
  "max_force_ha_per_bohr": 0.09062,
  "total_energy_ha": -570.16452,
  "de_lowest_kcal_mol": 43.9,
  "species": ["C", "C", "C", "N", "S", "H", "H", "H", "H", "H"],
  "coordinates": [[-0.40, 1.84, -1.39], [0.60, -0.84, 1.55], [-0.12, -1.01, 0.51], [-0.15, 0.66, -1.27], [-1.15, 3.25, -1.37], [0.12, -0.69, 2.58], [1.73, -0.92, 1.46], [-1.18, -1.27, 0.45], [0.38, -1.09, -0.48], [0.17, 0.07, -2.04]]
}



# 2
{
  "formula": "C3H5NS",
  "method": "ωB97M-V/def2-TZVPD",
  "multiplicity": 1,
  "homo_lumo_gap_ha": 0.235,
  "charge": 0,
  "lumo_energy_ev": -0.40,
  "max_force_ha_per_bohr": 0.07334,
  "total_energy_ha": -570.13192,
  "de_lowest_kcal_mol": 64.4,
  "species": ["C", "C", "C", "N", "S", "H", "H", "H", "H", "H"],
  "coordinates": [[-0.34, 0.21, 0.07], [2.09, 0.69, 0.56], [-1.40, -0.76, -0.08], [0.70, 0.68, 0.30], [3.15, -0.44, -0.40], [2.56, 1.69, 0.54], [2.07, 0.49, 1.57], [-1.45, -1.17, 0.90], [-0.97, -1.53, -0.69], [-2.33, -0.36, -0.34]]
}



# 3
{
  "formula": "C3H5NS2",
  "method": "ωB97M-V/def2-TZVPD",
  "multiplicity": 1,
  "homo_lumo_gap_ha": 0.354,
  "charge": 0,
  "lumo_energy_ev": 0.56,
  "max_force_ha_per_bohr": 0.13605,
  "total_energy_ha": -968.31446,
  "de_lowest_kcal_mol": 82.0,
  "species": ["C", "C", "C", "N", "S", "S", "H", "H", "H", "H", "H"],
  "coordinates": [[1.39, 0.92, 0.03], [3.02, 0.59, -0.15], [-2.18, -0.17, 0.46], [2.12, 0.50, 1.02], [0.06, 1.44, -0.76], [-1.44, 1.51, 0.54], [3.46, -0.19, -0.73], [3.76, 1.35, -0.35], [-3.12, -0.16, 1.07], [-1.56, -0.84, 0.89], [-2.11, -0.51, -0.67]]
}



# 4
{
  "formula": "C3H5NS2",
  "method": "ωB97M-V/def2-TZVPD",
  "multiplicity": 1,
  "homo_lumo_gap_ha": 0.336,
  "charge": 0,
  "lumo_energy_ev": 0.52,
  "max_force_ha_per_bohr": 0.05923,
  "total_energy_ha": -968.39996,
  "de_lowest_kcal_mol": 28.3,
  "species": ["C", "C", "C", "H", "H", "H", "H", "H", "N", "S", "S"],
  "coordinates": [[0.54, 0.33, -0.28], [-0.62, 0.47, 0.80], [0.44, -1.17, -0.14], [0.39, 2.14, -1.85], [1.49, 0.82, -0.09], [-1.60, 0.85, 0.42], [-0.24, 0.88, 1.75], [-0.94, -1.72, 1.40], [-0.50, -0.97, 0.83], [0.04, 0.82, -1.93], [1.02, -2.45, -0.92]]
}



# 5
{
  "formula": "C3H5NS2",
  "method": "ωB97M-V/def2-TZVPD",
  "multiplicity": 1,
  "homo_lumo_gap_ha": 0.338,
  "charge": 0,
  "lumo_energy_ev": 0.47,
  "max_force_ha_per_bohr": 0.08043,
  "total_energy_ha": -968.39536,
  "de_lowest_kcal_mol": 31.2,
  "species": ["C", "C", "C", "N", "S", "S", "H", "H", "H", "H", "H"],
  "coordinates": [[-2.20, -1.24, 1.13], [-0.46, -0.77, -0.18], [0.80, 0.04, 0.26], [-1.76, -0.30, 0.25], [-3.66, -1.39, 1.80], [-0.71, -2.23, 0.91], [-0.49, -1.27, -1.24], [0.38, 0.52, 1.07], [1.03, 0.79, -0.44], [1.62, -0.80, 0.41], [-2.29, 0.16, -0.47]]
}



# 6
{
  "formula": "C3H5NS2",
  "method": "ωB97M-V/def2-TZVPD",
  "multiplicity": 1,
  "homo_lumo_gap_ha": 0.345,
  "charge": 0,
  "lumo_energy_ev": 0.61,
  "max_force_ha_per_bohr": 0.06828,
  "total_energy_ha": -968.37197,
  "de_lowest_kcal_mol": 45.9,
  "species": ["C", "C", "C", "N", "S", "S", "H", "H", "H", "H", "H"],
  "coordinates": [[-0.68, -0.79, -0.21], [-0.79, 0.38, 0.76], [1.22, 0.62, -0.55], [0.66, -0.71, -0.80], [-0.04, 1.83, 0.01], [1.88, -0.63, 0.47], [-0.91, -1.75, 0.20], [-1.33, -0.58, -1.04], [-1.87, 0.57, 1.00], [-0.15, 0.08, 1.50], [2.00, 0.97, -1.33]]
}



no.,HOMO level (eV)
1,-9.5
2,-6.8
3,-9.1
4,-8.6
5,-8.7
6,-8.8